[1]
The following is a quantum chemistry calculation of a molecular structure, C3H4O2, from OMol25.

- Energy above the lowest of the compared OMol25 structures with the same formula, charge and spin: 3.271 eV
- Net charge: 0
- Max |F|: 4.83 eV/Å
- Total energy: -267.07257 a.u.
- Molecular weight: 72.06 u
- HOMO-LUMO gap: 0.38138 hartree

Each line ends with the Löwdin charge.
CARTESIAN COORDINATES (ANGSTROEM)
C 0.535 0.371 0.280  -0.329
C 0.235 -0.554 -0.846  -0.065
C -0.992 0.173 0.621  -0.140
H 0.291 -1.776 -0.625  0.196
H 0.614 -0.287 -1.887  0.139
H -1.425 1.249 0.572  0.146
H -1.353 -0.024 1.607  0.107
O 1.680 0.683 0.574  0.091
O -1.279 -0.571 -0.573  -0.143



[2]
The following is a quantum chemistry calculation of 17 unconnected molecules or ions with the total composition C72H176F18N11O40S6, from OMol25.

- Energy above the lowest of the compared OMol25 structures with the same formula, charge and spin: 2.606 eV
- Net charge: +5
- Max |F|: 4.51 eV/Å
- Total energy: -10645.38891 a.u.
- Molecular weight: 2370.60 u
- HOMO-LUMO gap: 0.23089 hartree

Each line ends with the Löwdin charge.
CARTESIAN COORDINATES (ANGSTROEM)
C 12.111 16.229 21.682  -0.067
O 13.127 16.512 20.729  -0.189
C 13.510 17.821 20.694  -0.222
C 14.357 18.265 19.487  -0.047
N 15.685 17.514 19.348  0.083
H 16.065 17.964 18.528  0.112
H 16.298 17.703 20.128  0.151
C 15.581 16.026 19.020  -0.065
C 16.972 15.475 18.805  -0.186
O 17.731 15.867 19.933  -0.224
C 19.102 15.454 19.936  -0.073
H 12.421 16.323 22.723  0.066
H 11.743 15.266 21.329  0.110
H 11.251 16.895 21.630  0.095
H 14.090 17.933 21.609  0.116
H 12.669 18.514 20.664  0.130
H 14.800 19.242 19.677  0.110
H 13.903 18.297 18.496  0.144
H 14.810 15.797 18.285  0.154
H 15.166 15.640 19.951  0.111
H 17.309 15.871 17.847  0.127
H 17.029 14.388 18.853  0.143
H 19.708 16.159 19.367  0.071
H 19.341 14.433 19.638  0.110
H 19.479 15.565 20.953  0.070
C 15.516 19.650 24.196  -0.027
O 14.255 18.949 24.141  -0.190
C 13.652 18.830 25.325  -0.284
C 12.652 19.949 25.501  -0.031
N 11.514 19.863 24.456  0.076
H 11.670 20.114 23.490  0.065
H 11.210 18.903 24.378  0.155
C 10.208 20.648 24.787  -0.044
C 10.463 22.113 25.022  -0.252
O 10.771 22.316 26.360  -0.173
C 11.056 23.703 26.556  -0.072
H 15.479 20.524 24.845  0.108
H 16.010 19.854 23.247  0.072
H 16.194 18.877 24.558  0.063
H 14.324 18.790 26.182  0.113
H 13.308 17.796 25.292  0.126
H 13.024 20.937 25.229  0.138
H 12.236 19.936 26.509  0.142
H 9.764 20.291 25.716  0.142
H 9.561 20.388 23.949  0.144
H 9.498 22.562 24.789  0.144
H 11.174 22.550 24.320  0.121
H 10.217 24.397 26.514  0.105
H 11.914 24.043 25.976  0.089
H 11.399 23.732 27.590  0.094
C 19.290 16.283 11.566  -0.088
O 19.105 17.162 12.634  -0.194
C 20.156 18.103 12.798  -0.215
C 19.823 19.269 13.737  -0.039
N 19.082 18.678 14.989  0.131
H 18.403 19.336 15.345  0.053
H 18.542 17.869 14.715  0.150
C 20.114 18.280 16.138  -0.039
C 20.083 19.281 17.284  -0.181
O 20.689 20.433 16.702  -0.195
C 20.826 21.575 17.496  -0.086
H 19.494 16.821 10.640  0.100
H 18.362 15.714 11.515  0.106
H 20.109 15.579 11.714  0.093
H 20.462 18.462 11.816  0.132
H 21.039 17.547 13.113  0.116
H 19.123 19.857 13.144  0.131
H 20.720 19.832 13.997  0.104
H 21.158 18.270 15.822  0.103
H 19.809 17.310 16.528  0.121
H 20.662 18.898 18.124  0.128
H 19.062 19.571 17.536  0.106
H 19.999 21.706 18.193  0.081
H 20.826 22.456 16.853  0.087
H 21.724 21.552 18.114  0.064
C 17.537 28.274 22.515  -0.048
O 18.874 28.655 22.851  -0.206
C 19.122 29.278 24.063  -0.204
C 19.484 28.245 25.110  -0.073
N 20.504 27.202 24.602  0.089
H 20.079 26.625 23.891  0.072
H 21.113 27.644 23.928  0.120
C 21.331 26.356 25.630  -0.034
C 22.526 25.588 25.028  -0.189
O 23.149 26.576 24.251  -0.178
C 24.420 26.208 23.878  -0.110
H 16.855 29.103 22.707  0.102
H 17.270 27.378 23.074  0.069
H 17.476 27.937 21.480  0.084
H 18.334 29.973 24.354  0.144
H 20.039 29.866 24.015  0.138
H 18.627 27.705 25.513  0.119
H 19.825 28.750 26.013  0.134
H 20.615 25.603 25.959  0.104
H 21.541 27.018 26.470  0.134
H 22.119 24.696 24.551  0.123
H 23.120 25.317 25.901  0.140
H 25.005 25.722 24.659  0.094
H 25.063 27.034 23.575  0.103
H 24.217 25.614 22.987  0.076
C 21.045 21.632 28.089  -0.045
O 20.657 20.553 27.152  -0.209
C 20.879 20.814 25.753  -0.176
C 22.378 20.913 25.330  -0.068
N 23.233 19.690 25.680  0.128
H 24.161 19.782 25.292  0.122
H 23.266 19.637 26.688  0.169
C 22.775 18.316 25.126  -0.086
C 23.572 17.238 25.745  -0.169
O 25.047 17.372 25.532  -0.184
C 25.946 16.352 25.860  -0.097
H 20.695 22.622 27.797  0.071
H 22.114 21.687 28.296  0.096
H 20.503 21.552 29.032  0.077
H 20.392 21.732 25.423  0.117
H 20.417 20.003 25.191  0.097
H 22.807 21.813 25.772  0.123
H 22.456 21.071 24.255  0.104
H 22.812 18.440 24.044  0.127
H 21.757 18.090 25.443  0.098
H 23.196 16.350 25.237  0.111
H 23.342 17.069 26.797  0.133
H 25.738 15.431 25.314  0.098
H 26.035 16.108 26.919  0.087
H 26.885 16.864 25.652  0.104
C 20.071 16.164 25.552  -0.080
O 19.677 17.257 26.354  -0.193
C 18.383 17.867 26.002  -0.134
C 17.195 17.217 26.790  -0.082
N 17.511 17.122 28.260  0.059
H 16.616 16.871 28.656  0.163
H 18.139 16.373 28.513  0.180
C 17.814 18.423 28.995  -0.039
C 19.314 18.564 29.330  -0.169
O 19.530 17.611 30.403  -0.209
C 20.863 17.594 31.004  -0.034
H 20.114 16.570 24.542  0.089
H 19.358 15.341 25.491  0.087
H 21.068 15.785 25.781  0.101
H 18.090 17.793 24.954  0.100
H 18.344 18.949 26.133  0.122
H 16.995 16.193 26.476  0.112
H 16.307 17.845 26.727  0.108
H 17.353 18.023 29.898  0.133
H 17.166 19.219 28.629  0.144
H 19.681 19.568 29.543  0.110
H 19.938 18.313 28.472  0.101
H 21.318 18.565 31.200  0.095
H 21.390 17.031 30.234  0.086
H 20.897 17.007 31.921  0.100
C 15.243 26.305 20.083  -0.074
O 16.412 25.530 20.245  -0.214
C 16.176 24.208 19.796  -0.171
C 17.353 23.251 20.388  -0.020
N 17.699 23.567 21.936  0.122
H 18.443 22.899 22.082  0.051
H 18.135 24.466 22.089  0.093
C 16.521 23.405 22.909  -0.075
C 16.789 24.148 24.184  -0.226
O 18.020 23.791 24.753  -0.173
C 18.043 24.021 26.168  -0.075
H 15.173 27.183 20.725  0.093
H 14.360 25.665 20.080  0.077
H 15.371 26.668 19.064  0.091
H 16.020 24.162 18.718  0.123
H 15.329 23.759 20.315  0.080
H 18.236 23.201 19.750  0.089
H 16.955 22.246 20.251  0.082
H 16.189 22.369 22.984  0.103
H 15.701 23.951 22.443  0.110
H 15.915 24.084 24.832  0.132
H 16.745 25.223 24.009  0.120
H 17.956 25.056 26.501  0.091
H 19.017 23.620 26.450  0.063
H 17.263 23.422 26.637  0.089
C 18.255 26.595 17.115  -0.059
O 18.088 25.716 16.013  -0.198
C 18.708 24.515 16.086  -0.227
C 18.561 23.752 14.727  -0.029
N 19.358 24.387 13.564  0.082
H 20.247 24.785 13.832  0.161
H 19.553 23.589 12.975  0.165
C 18.601 25.505 12.841  -0.079
C 19.566 26.357 12.005  -0.188
O 20.661 26.977 12.704  -0.168
C 20.201 27.877 13.739  -0.060
H 17.830 27.593 17.005  0.103
H 19.281 26.841 17.385  0.090
H 17.717 26.181 17.968  0.079
H 18.304 23.951 16.927  0.119
H 19.718 24.820 16.362  0.125
H 17.517 23.759 14.413  0.127
H 18.999 22.756 14.788  0.111
H 18.120 26.095 13.621  0.118
H 17.830 24.988 12.268  0.145
H 18.966 27.075 11.445  0.138
H 19.914 25.694 11.213  0.130
H 21.033 28.551 13.943  0.106
H 19.699 27.453 14.609  0.069
H 19.473 28.520 13.245  0.099
C 17.526 15.680 23.150  -0.121
O 16.555 15.553 24.105  -0.203
C 15.228 15.412 23.573  -0.141
C 14.487 14.679 24.700  -0.087
N 15.162 13.412 25.159  0.067
H 15.161 12.701 24.443  0.172
H 16.138 13.575 25.366  0.162
C 14.671 12.690 26.399  -0.060
C 13.249 12.370 26.077  -0.254
O 13.210 11.721 24.844  -0.204
C 12.071 10.850 24.622  -0.022
H 18.562 15.508 23.444  0.081
H 17.459 16.669 22.698  0.094
H 17.504 14.845 22.450  0.103
H 15.130 14.781 22.690  0.142
H 14.712 16.369 23.496  0.108
H 13.497 14.387 24.351  0.131
H 14.362 15.315 25.576  0.130
H 14.634 13.313 27.293  0.146
H 15.293 11.795 26.404  0.158
H 12.630 13.267 26.099  0.131
H 12.946 11.672 26.857  0.147
H 12.051 10.612 23.559  0.102
H 11.132 11.364 24.826  0.096
H 12.150 9.991 25.289  0.105
C 27.432 24.343 20.239  -0.113
O 26.403 23.643 19.649  -0.225
C 25.130 24.339 19.303  -0.140
C 24.047 23.374 19.114  -0.057
N 23.404 22.836 20.463  0.114
H 22.995 23.562 21.033  0.081
H 22.629 22.200 20.339  0.068
C 24.311 21.959 21.336  -0.105
C 24.653 20.651 20.683  -0.147
O 25.429 20.789 19.451  -0.224
C 26.832 20.700 19.534  -0.096
H 28.252 23.632 20.343  0.094
H 27.098 24.679 21.220  0.089
H 27.781 25.153 19.598  0.099
H 25.300 25.000 18.453  0.136
H 24.969 25.083 20.084  0.129
H 24.260 22.499 18.500  0.111
H 23.248 23.870 18.565  0.126
H 23.833 21.684 22.276  0.106
H 25.173 22.607 21.488  0.112
H 23.708 20.217 20.356  0.111
H 24.998 19.993 21.481  0.134
H 27.206 19.691 19.709  0.093
H 27.308 21.335 20.282  0.077
H 27.234 21.132 18.618  0.095
C 22.348 14.834 15.100  -0.077
O 22.232 15.854 16.050  -0.263
C 22.792 15.557 17.345  -0.140
C 24.302 16.005 17.279  -0.021
N 24.497 17.362 16.534  0.096
H 25.492 17.454 16.382  0.175
H 24.058 17.201 15.639  0.145
C 23.974 18.644 17.229  -0.046
C 23.943 19.817 16.287  -0.208
O 23.258 19.509 15.087  -0.195
C 23.506 20.433 13.995  -0.058
H 23.373 14.482 14.989  0.099
H 22.000 15.379 14.223  0.087
H 21.713 13.995 15.388  0.105
H 22.675 14.488 17.524  0.123
H 22.151 16.015 18.098  0.110
H 25.025 15.387 16.746  0.137
H 24.601 16.020 18.327  0.121
H 24.714 18.864 17.998  0.127
H 23.033 18.348 17.694  0.122
H 24.960 20.198 16.186  0.140
H 23.453 20.661 16.773  0.112
H 24.530 20.549 13.642  0.098
H 23.355 21.469 14.297  0.087
H 22.849 20.195 13.159  0.084
C 21.246 27.256 20.913  -0.559
F 21.282 28.099 21.964  0.133
F 20.475 27.737 19.888  0.098
F 22.429 27.046 20.384  0.149
S 20.523 25.452 21.322  0.560
O 19.743 25.623 22.543  -0.333
O 19.820 25.002 20.149  -0.290
O 21.735 24.641 21.542  -0.332
C 18.921 19.554 21.008  -0.609
F 19.374 18.319 20.768  0.118
F 18.423 20.078 19.876  0.117
F 17.986 19.409 21.937  0.122
S 20.349 20.727 21.681  0.617
O 21.159 19.880 22.593  -0.325
O 21.107 21.289 20.527  -0.336
O 19.531 21.719 22.404  -0.325
C 27.683 22.827 24.050  -0.684
F 27.720 22.659 22.762  0.135
F 28.493 21.983 24.622  0.174
F 28.076 24.055 24.394  0.157
S 25.833 22.340 24.516  0.505
O 25.556 20.980 24.026  -0.350
O 25.848 22.467 25.967  -0.336
O 25.016 23.338 23.826  -0.366
C 12.433 22.615 20.202  -0.620
F 11.149 22.535 20.385  0.178
F 12.689 21.918 19.055  0.098
F 12.819 23.877 19.986  0.134
S 13.319 21.808 21.727  0.541
O 14.656 21.210 21.328  -0.354
O 13.416 22.868 22.665  -0.304
O 12.352 20.792 22.158  -0.351
C 22.926 15.975 21.496  -0.693
F 23.804 16.353 20.647  0.152
F 23.434 16.282 22.712  0.111
F 21.795 16.575 21.190  0.115
S 22.729 14.013 21.374  0.452
O 21.659 13.703 22.292  -0.360
O 22.459 13.620 20.007  -0.345
O 24.033 13.504 21.820  -0.327
C 14.967 21.838 15.757  -0.586
F 14.808 21.392 14.490  0.128
F 15.472 23.109 15.690  0.092
F 13.830 21.790 16.421  0.173
S 16.387 20.865 16.648  0.590
O 17.484 20.686 15.646  -0.357
O 16.785 21.820 17.670  -0.321
O 15.814 19.620 17.224  -0.345



- Look up the total energy of the first one.
  -267.07257 a.u.



- Among the records above, which one has the lowest net charge?
  C3H4O2